ORCA calculation (ωB97M-V/def2-TZVPD) on a structure of composition C45H56N8PSiV.

The molar mass is 819.00 g/mol. The expectation value of S² is 4.13. The total energy comes out at -3760.8046 hartree. The HOMO energy (alpha / beta) comes out at -0.31517 / -0.33571 Eh. The frontier orbital gap (alpha / beta) is 5.3 / 5.4 eV. The net charge is +1. The multiplicity is 4.

Cartesian coordinates (Å):
V (0.114779, 1.149580, 1.025479)
C (0.402140, 1.756129, -1.928267)
C (-1.030673, 2.320032, -1.775594)
C (-2.353083, 0.383737, -0.487623)
C (-3.303452, -0.745890, -0.921524)
C (-2.774952, -1.909289, -1.394374)
C (-1.487826, -2.299625, -0.909907)
C (-0.812560, -1.410393, -0.077214)
N (-1.071664, -0.101653, -0.070134)
N (1.265780, 1.932916, -0.712073)
C (1.599872, 3.403204, -0.535367)
C (1.653847, 3.802401, 0.931763)
C (2.322930, 4.887254, 1.459573)
C (2.443447, 4.935712, 2.862420)
C (1.869466, 3.915416, 3.628124)
C (1.211116, 2.862497, 3.066988)
N (0.994206, 2.853311, 1.751085)
C (2.587234, 1.119333, -0.746804)
C (3.448732, 1.503877, -1.934712)
C (4.406628, 2.586600, -2.025924)
C (5.039261, 2.753115, -3.241314)
C (4.834509, 1.831666, -4.279894)
C (4.004080, 0.781398, -4.062289)
N (3.208335, 0.766406, -2.990258)
H (0.976025, 1.977914, -2.842216)
H (0.354350, 0.650535, -1.973786)
H (-1.187213, 2.972274, -2.638365)
H (-1.059525, 2.973344, -0.831635)
H (-4.384416, -0.585050, -0.983541)
H (-3.360945, -2.525036, -2.084982)
H (-1.111979, -3.307436, -1.026878)
H (0.085992, -1.754699, 0.497644)
H (0.813266, 3.951823, -1.023870)
H (2.539485, 3.609687, -1.141342)
H (2.699435, 5.685283, 0.770090)
H (3.004981, 5.721582, 3.343278)
H (1.891704, 3.873027, 4.733412)
H (0.833939, 2.038459, 3.733366)
H (2.333139, 0.069474, -0.758439)
H (3.079908, 1.321191, 0.216278)
H (4.537428, 3.259394, -1.180069)
H (5.674458, 3.642415, -3.449754)
H (5.357646, 2.014544, -5.192174)
H (3.981691, -0.069795, -4.720908)
N (-2.630622, 0.112576, 3.378001)
P (-2.018661, 1.207628, 2.163675)
C (-2.468240, 2.882413, 2.710895)
C (-2.490184, 3.148856, 4.051280)
C (-2.783197, 4.431249, 4.485938)
C (-3.107637, 5.449425, 3.581406)
C (-3.015875, 5.162281, 2.197099)
C (-2.747851, 3.913814, 1.758107)
C (-2.965436, 1.077837, 0.715190)
C (-2.155330, 1.266062, -1.822990)
C (-3.355210, 1.959292, -2.354657)
C (-4.592558, 2.105641, -1.759835)
C (-4.990486, 1.988687, -0.433086)
C (-4.242604, 1.620698, 0.693373)
C (-2.637166, -1.273990, 3.395100)
C (-3.677892, -1.837211, 4.179015)
C (-3.956320, -3.186779, 4.010887)
C (-3.087194, -3.962440, 3.225817)
C (-1.951338, -3.363615, 2.738502)
N (-1.766272, -2.012077, 2.702797)
H (-3.078465, 0.477741, 4.239941)
H (-2.175240, 2.441799, 4.848909)
H (-2.827643, 4.620860, 5.577050)
H (-3.492630, 6.415341, 3.921816)
H (-3.180424, 5.957049, 1.441185)
H (-2.590895, 3.731428, 0.699301)
H (-1.823622, 0.611323, -2.633390)
H (-3.253855, 2.413978, -3.319499)
H (-5.380626, 2.447479, -2.475695)
H (-5.978398, 2.256749, -0.225986)
H (-4.718193, 1.862589, 1.638471)
H (-4.333344, -1.292043, 4.850517)
H (-4.876448, -3.560724, 4.410980)
H (-3.298328, -5.014500, 3.119937)
H (-1.153731, -3.957295, 2.231885)
C (4.815422, -2.032306, 3.055290)
Si (2.949149, -2.384407, 2.960602)
C (2.725841, -3.947752, 1.820949)
C (2.390747, -2.587226, 4.665837)
C (1.901713, -0.956821, 2.352145)
C (1.149961, 0.009517, 1.954663)
H (5.527452, -2.841118, 2.996726)
H (4.859064, -1.615553, 4.087080)
H (5.175616, -1.213429, 2.450229)
H (3.520994, -4.656717, 2.001059)
H (2.807021, -3.651813, 0.742837)
H (1.751501, -4.455594, 2.040104)
H (3.080043, -3.207466, 5.323905)
H (1.444285, -3.101131, 4.754668)
H (2.311169, -1.651589, 5.147423)
C (-0.244493, -5.480245, -4.104156)
C (0.394910, -4.277387, -4.913606)
C (-0.649572, -3.529686, -5.760998)
C (1.662803, -4.570330, -5.728224)
N (0.814900, -3.257259, -3.962230)
N (1.789795, -3.642673, -2.947276)
H (-0.521403, -6.323417, -4.756251)
H (-1.155612, -5.077769, -3.638978)
H (0.559201, -5.791893, -3.385225)
H (-0.801340, -4.174065, -6.640990)
H (-0.294578, -2.540718, -6.056002)
H (-1.596651, -3.448399, -5.173206)
H (1.411777, -5.002111, -6.713635)
H (2.301737, -5.246818, -5.163300)
H (2.253362, -3.684065, -5.930452)
H (0.018565, -2.911968, -3.431150)
H (2.560348, -2.896735, -2.861896)
H (2.256650, -4.549883, -3.206163)

Forces on the atoms, in the same order (eV/Å):
V -2.9025 1.3761 -3.7106
C 0.8771 -2.1783 0.4200
C 1.1545 0.7012 0.8557
C -1.3819 -0.2772 -1.3458
C 0.1970 -0.5757 -0.9466
C -0.6833 0.8790 0.2816
C 0.9144 0.6449 0.8485
C 1.1735 -2.4416 -1.6807
N 1.2993 0.7555 2.3011
N 0.6726 0.9334 0.3593
C 0.5223 -0.6263 -0.5997
C -1.1314 -2.2581 0.8390
C 0.0401 0.3116 0.0334
C -0.5001 -0.4901 -0.2944
C 0.8062 0.8124 1.5997
C -0.8972 0.0362 -0.0485
N 2.1504 1.1141 -0.7312
C -0.6621 1.7752 0.3105
C 0.6937 1.2284 -0.4169
C -1.1239 -1.1974 0.4105
C 0.0417 0.9439 -0.3328
C 0.8992 1.1568 0.6706
C -0.5337 0.2700 0.1884
N 0.3245 -2.1432 0.1046
H -0.4846 0.7067 0.2287
H -0.2745 0.4165 -0.2374
H -0.1033 0.2816 0.3070
H -0.2619 -0.7444 -1.1362
H 0.5723 0.3674 -0.1820
H 0.0750 -0.1721 0.7388
H -0.0496 0.0124 0.0342
H -0.9500 0.4735 -0.6813
H -0.3516 0.3711 -0.2211
H -1.1320 0.1300 1.1320
H -0.0808 -0.9407 0.8734
H -0.0927 0.1627 0.0212
H 0.4844 0.4705 -0.7685
H 0.1696 0.8393 -1.1597
H -0.0587 -0.2039 -0.2605
H -0.0982 0.0308 -0.2961
H 0.3288 -0.1938 -0.1944
H -0.4225 -0.8231 0.4019
H 0.3001 -0.3431 -0.5031
H -0.5338 -0.0142 -0.3800
N 0.3211 1.9391 0.5529
P 0.7392 -0.7229 1.3652
C -0.4539 -0.5208 -0.6197
C 0.7207 0.2108 1.2197
C -0.8028 1.3744 0.6870
C -0.0387 -0.7219 -0.1542
C -0.6043 1.9947 0.4055
C 1.3728 -1.7153 0.5279
C -1.9551 0.7179 -1.4621
C 0.4344 0.6158 0.8301
C -1.4531 -0.3975 1.3476
C 0.2831 0.5221 -2.1523
C 0.8513 -0.9413 0.5350
C 0.6549 -0.1697 -0.2825
C -0.3100 -1.1228 0.1838
C -0.1022 -1.2102 -0.3414
C 0.7998 1.0438 -0.6531
C -0.3101 -0.0081 0.8913
C 0.5665 0.5077 -1.1805
N -0.6917 -0.0850 0.7791
H 0.3606 0.0538 -1.2847
H -0.3955 0.1764 -0.8990
H 0.0437 -0.0198 -0.8406
H 0.4716 -0.3112 -0.0898
H 0.0142 -0.4983 0.7045
H -0.3635 -0.0873 0.1339
H -0.1187 -0.5572 0.1990
H 0.0784 -0.1562 -0.5918
H 0.6707 -0.0010 0.8402
H -1.4558 0.4715 0.2118
H 0.0955 -0.0704 0.0756
H 0.1875 0.4345 -0.3186
H -0.1357 -0.4472 0.3399
H 0.2656 -0.1265 -0.1590
H -0.7763 0.5503 0.3839
C -0.7899 1.2325 1.0984
Si 0.7197 -0.8317 -1.9179
C -0.8991 1.0661 0.0911
C 0.6344 -2.2879 1.6894
C -1.8219 2.8866 -1.3087
C 4.5354 -5.7358 3.1198
H -0.1249 -0.4721 -0.0846
H 0.3437 -0.2803 -0.3859
H 0.0255 0.1543 -0.5055
H 0.2672 -0.1975 0.2263
H -0.3396 -0.2596 0.8514
H 0.7252 0.4232 -0.4585
H -0.4982 0.6570 -0.9362
H -0.5162 0.0265 -0.1191
H -0.1785 1.2240 0.5296
C 1.2837 0.5208 -1.0819
C 0.0584 0.8028 0.6550
C -0.3388 -1.2323 0.1905
C -0.5856 -0.9559 -0.4760
N 0.7072 1.1679 1.1253
N 1.4981 -0.0516 0.0663
H 0.1485 0.2089 0.2606
H 0.4179 -0.3270 0.2358
H -1.2004 0.0032 -0.3470
H -0.4180 0.4963 0.0958
H 0.0053 -0.1742 0.0039
H 0.5837 0.0727 -0.6093
H 0.1564 -0.1688 0.5162
H 0.1143 -0.2757 -0.2765
H -0.2013 0.3814 0.1542
H -0.0190 -0.2847 -0.0313
H -1.5983 -1.5429 -0.6896
H -0.6455 1.4541 0.3009